(1)
{"formula": "C20H38NOSbSe2Te2W", "method": "the ωB97M-V functional and the def2-TZVPD basis", "lumo_ha": [-0.28617, -0.28621], "orbital_gap_ev": [5.3274, 5.3261], "total_charge": 2, "elements": ["W", "Te", "Te", "Sb", "Se", "Se", "O", "N", "C", "C", "C", "C", "C", "C", "C", "C", "C", "C", "C", "C", "C", "C", "C", "C", "C", "C", "C", "C", "H", "H", "H", "H", "H", "H", "H", "H", "H", "H", "H", "H", "H", "H", "H", "H", "H", "H", "H", "H", "H", "H", "H", "H", "H", "H", "H", "H", "H", "H", "H", "H", "H", "H", "H", "H", "H", "H"], "xyz": [[0.67, 2.24, 0.56], [1.34, 2.34, 3.06], [-1.16, 3.04, 2.80], [-0.20, -2.11, 0.27], [-0.94, 0.24, 0.80], [2.55, 1.42, -0.27], [-0.63, 2.48, -1.18], [0.91, 4.46, 0.31], [0.78, -3.75, -2.07], [2.54, 6.23, 0.52], [-3.23, -2.43, 0.35], [-0.63, 3.50, -2.22], [1.51, -2.67, 1.50], [-1.44, 4.99, -0.37], [2.81, -2.25, 0.81], [-1.16, -2.24, -2.60], [0.17, -2.37, -1.86], [-2.01, -3.16, 0.91], [-1.95, -4.59, 0.39], [0.29, 6.74, -0.04], [-1.58, 4.62, -1.85], [2.17, 4.90, 0.56], [1.37, -1.95, 2.84], [1.49, -4.19, 1.69], [-2.06, -3.12, 2.44], [1.57, 7.17, 0.22], [1.12, -1.27, -2.32], [-0.03, 5.38, 0.00], [0.61, -4.53, 2.23], [-2.09, 5.83, -0.14], [-0.50, 7.44, -0.29], [0.94, -3.90, -3.15], [0.70, -0.28, -2.17], [2.86, -1.17, 0.66], [2.22, -2.22, 3.47], [-1.77, 4.16, 0.25], [-3.00, -3.58, 2.76], [-1.66, -1.29, -2.39], [-2.04, -2.10, 2.83], [1.55, -4.72, 0.74], [-1.98, -4.64, -0.70], [-1.84, -3.06, -2.36], [-1.37, 5.48, -2.49], [0.41, 3.84, -2.28], [-1.36, 1.84, -1.25], [-0.97, -2.29, -3.67], [2.90, 4.15, 0.80], [-1.25, -3.69, 2.90], [2.09, -1.32, -1.82], [-4.12, -2.98, 0.66], [-2.61, 4.32, -2.04], [1.81, 8.23, 0.18], [0.46, -2.22, 3.38], [-1.08, -5.14, 0.75], [1.30, -1.39, -3.40], [1.38, -0.86, 2.71], [-3.31, -1.41, 0.73], [0.13, -4.55, -1.73], [2.36, -4.47, 2.28], [1.75, -3.86, -1.59], [-3.23, -2.40, -0.74], [3.64, -2.53, 1.46], [2.96, -2.75, -0.14], [3.56, 6.50, 0.73], [-0.89, 3.02, -3.16], [-2.83, -5.12, 0.76]], "nbo_charge": [0.2109, 0.5014, -0.0297, 1.8058, -0.4484, 0.1578, -0.7585, -0.5545, -0.6478, -0.2368, -0.6485, -0.0678, -0.3126, -0.4590, -0.6385, -0.6425, -0.3143, -0.3007, -0.6492, -0.2356, -0.4234, 0.0735, -0.6403, -0.6480, -0.6492, -0.0838, -0.6399, 0.2741, 0.2198, 0.2552, 0.2468, 0.2445, 0.2040, 0.2077, 0.2394, 0.2320, 0.2441, 0.2118, 0.2226, 0.2217, 0.2158, 0.2219, 0.2424, 0.2045, 0.5384, 0.2409, 0.2224, 0.2154, 0.2188, 0.2424, 0.2343, 0.2528, 0.2264, 0.2210, 0.2403, 0.2061, 0.2229, 0.2243, 0.2444, 0.2174, 0.2186, 0.2414, 0.2178, 0.2571, 0.2224, 0.2456]}

(2)
{"formula": "C34H45N11", "method": "the ωB97M-V functional and the def2-TZVPD basis", "lumo_ha": -0.00575, "smiles": "c1cc[nH]c1.c1cc[nH]c1.c1cc[nH]c1.c1cc[nH]c1.c1cc[nH]c1.c1cc[nH]c1.CC#N.CC#N.CC#N.CC#N.CC#N", "orbital_gap_ev": 6.9107, "elements": ["N", "N", "N", "N", "N", "N", "N", "N", "N", "N", "N", "C", "C", "C", "C", "C", "C", "C", "C", "C", "C", "C", "C", "C", "C", "C", "C", "C", "C", "C", "C", "C", "C", "C", "C", "C", "C", "C", "C", "C", "C", "C", "C", "C", "C", "H", "H", "H", "H", "H", "H", "H", "H", "H", "H", "H", "H", "H", "H", "H", "H", "H", "H", "H", "H", "H", "H", "H", "H", "H", "H", "H", "H", "H", "H", "H", "H", "H", "H", "H", "H", "H", "H", "H", "H", "H", "H", "H", "H", "H"], "xyz": [[3.42, -2.05, -3.13], [-0.44, 0.62, -3.25], [2.22, -0.79, 0.14], [0.35, 4.75, -1.34], [-1.61, 2.36, 1.50], [2.14, 1.01, 1.43], [-5.21, -3.04, -0.50], [-0.27, -0.21, -1.19], [-0.54, -3.76, 2.82], [-5.37, -0.55, -1.53], [-3.27, 0.26, 2.12], [-3.50, 1.12, -0.93], [-1.07, 4.77, 0.76], [0.98, 1.43, 1.96], [-4.59, 0.28, -1.26], [-2.86, -1.88, -0.97], [-3.64, -0.82, 2.36], [-4.12, -2.11, 2.73], [1.37, -1.60, -2.40], [-1.36, 3.42, 1.16], [-0.23, 1.63, -3.75], [2.58, 1.74, 3.44], [-0.78, -0.94, 0.89], [0.07, -4.07, 0.70], [4.39, -0.77, 0.73], [-1.21, 0.37, 0.72], [-1.14, -4.90, 2.32], [3.18, 1.12, 2.34], [1.30, 4.80, -0.30], [1.52, 3.53, 0.10], [2.54, -1.82, 0.92], [-0.20, -1.35, -0.35], [0.09, 2.97, -4.22], [3.23, -2.75, -2.00], [-0.92, 0.84, -0.52], [1.25, 1.97, 3.19], [0.63, 2.65, -0.61], [2.04, -2.41, -1.41], [3.92, -1.95, 1.22], [2.31, -1.28, -3.38], [-0.68, -5.22, 1.10], [3.41, -0.13, 0.01], [0.08, -3.24, 1.75], [0.01, 3.44, -1.60], [-4.23, -2.51, -0.71], [-3.51, 1.90, -1.69], [-2.91, -1.09, -1.72], [-0.05, 4.98, 1.10], [-3.47, 1.64, 0.02], [3.13, 2.02, 4.32], [1.54, -2.73, -0.51], [1.68, 5.80, -0.10], [-1.15, 4.97, -0.30], [3.95, -3.48, -1.68], [4.19, -2.17, -3.78], [2.26, 0.57, 0.53], [-2.01, -2.52, -1.21], [2.27, -0.58, -4.20], [0.54, -4.00, -0.27], [-0.87, 3.46, -4.09], [-0.18, -0.22, -2.19], [-0.87, -1.52, 1.79], [4.19, 0.77, 2.15], [-0.49, -3.50, 3.80], [1.84, -2.55, 1.30], [0.18, 5.52, -1.98], [-4.48, -2.05, 3.76], [2.13, 3.35, 0.98], [-1.00, -6.11, 0.57], [5.46, -0.59, 0.77], [-1.23, 1.70, -1.10], [-1.82, -5.40, 2.99], [3.48, 0.75, -0.61], [-3.34, -2.85, 2.54], [1.29, -0.62, -0.23], [-5.06, -2.23, 2.20], [0.37, 3.01, -5.28], [-0.53, 3.16, -2.49], [0.56, -2.29, 1.91], [0.45, 1.61, -0.40], [-1.86, 0.78, 1.47], [0.43, -1.08, -2.45], [0.16, -2.31, -0.66], [0.81, 3.47, -3.58], [-2.53, 0.68, -1.19], [0.46, 2.26, 3.87], [4.39, -2.74, 1.78], [0.07, 1.36, 1.39], [-1.70, 5.35, 1.43], [-2.58, -1.40, -0.03]], "lowdin_charge": [0.0142, 0.2369, -0.0153, -0.0465, 0.1439, -0.0080, 0.1211, -0.0213, 0.0644, 0.1549, 0.1816, -0.0909, -0.0488, -0.1835, -0.2581, -0.0476, -0.2050, -0.0447, -0.0825, -0.1512, -0.1234, -0.1247, -0.0738, -0.0835, -0.1404, -0.2652, -0.1570, -0.0750, -0.1405, -0.0653, -0.1611, -0.1806, -0.0503, -0.1248, -0.2615, -0.1094, -0.0626, -0.1427, -0.0276, -0.0985, -0.0588, -0.1752, -0.2561, -0.1694, -0.2937, 0.0966, 0.0618, 0.0766, 0.0825, 0.0840, 0.0350, 0.1283, 0.0801, 0.1222, 0.1501, -0.0046, 0.0833, 0.0975, 0.0976, 0.1031, -0.0549, 0.0950, 0.0914, 0.1633, 0.0751, 0.1569, 0.0911, 0.1072, 0.1025, 0.1149, 0.0904, 0.1071, 0.1515, 0.0755, 0.0852, 0.0825, 0.1040, 0.0453, 0.0901, 0.0482, -0.0124, 0.0356, 0.0637, 0.0893, 0.0294, 0.0938, 0.1059, 0.0439, 0.1004, 0.0421]}

Summary of maximum force in eV/A
0.826 5.361
(order as listed above)
Summary of total energy in Ha
-6560.6296 -1924.0432
(order as listed above)